A molecular structure, C25H31BF32O12P2 in a non-equilibrium geometry. Source: the OMol25 dataset; level of theory: ωB97M-V/def2-TZVPD.

Structure (ORCA input):
```
! RIJCOSX wB97M-V def2-TZVPD def2/J DEFGRID3
* xyz 0 1
C -2.765 5.201 2.319
C -3.739 5.285 1.181
O -4.501 4.093 1.182
C -4.964 3.698 -0.053
O -4.457 2.409 -0.367
P -3.222 2.391 -1.338
O -3.541 2.736 -2.684
O -2.692 0.870 -1.244
O -3.726 0.035 -1.840
B -3.009 -1.051 -2.364
O -2.670 -2.084 -1.554
O -2.701 -1.068 -3.680
O -2.042 3.229 -0.701
P -1.090 4.091 -1.840
C 0.670 3.973 -1.347
C -1.605 5.844 -1.938
H -3.276 4.775 3.161
H -2.390 6.165 2.598
H -1.936 4.569 2.063
H -3.195 5.347 0.261
H -4.344 6.165 1.321
H -4.787 4.422 -0.831
H -6.023 3.572 0.028
H -3.125 -2.875 -1.835
H -1.763 -1.170 -3.826
H 0.775 3.083 -0.756
H 1.284 3.855 -2.210
H 1.046 4.779 -0.740
H -2.019 6.278 -1.045
H -0.732 6.408 -2.208
H -2.307 5.926 -2.738
C -5.411 -5.422 -4.555
C -4.644 -5.301 -3.226
C -3.119 -5.385 -3.299
F -2.712 -6.576 -3.783
F -2.592 -5.248 -2.055
F -5.127 -6.200 -2.349
F -4.937 -4.066 -2.720
O -5.955 -6.685 -4.882
C -5.192 -7.631 -5.510
C -4.986 -8.862 -4.628
F -4.397 -8.525 -3.465
F -4.180 -9.736 -5.270
F -4.026 -7.115 -5.939
F -5.874 -8.026 -6.602
H -6.286 -4.786 -4.436
H -4.852 -4.996 -5.387
H -2.708 -4.586 -3.924
H -5.944 -9.338 -4.414
C 1.124 -8.734 -5.240
C 1.588 -8.766 -3.774
C 1.082 -7.654 -2.855
F 1.479 -6.434 -3.274
F 1.583 -7.838 -1.611
F 2.936 -8.827 -3.735
F 1.123 -9.933 -3.250
O 2.005 -8.177 -6.197
C 2.023 -6.830 -6.422
C 3.367 -6.214 -6.035
F 3.644 -6.445 -4.739
F 3.312 -4.876 -6.223
F 0.991 -6.216 -5.816
F 1.863 -6.649 -7.749
H 1.050 -9.778 -5.536
H 0.117 -8.331 -5.339
H -0.010 -7.672 -2.790
H 4.165 -6.636 -6.648
C 0.149 2.955 5.364
C 1.186 2.404 6.357
C 0.818 2.411 7.841
F 0.599 3.660 8.297
F 1.848 1.889 8.550
F 2.368 3.038 6.167
F 1.379 1.100 6.024
O 0.316 4.286 4.921
C -0.178 5.335 5.648
C 0.941 6.230 6.172
F 1.799 5.525 6.938
F 0.419 7.216 6.934
F -0.991 4.902 6.629
F -0.935 6.068 4.808
H 0.281 2.365 4.460
H -0.871 2.764 5.692
H -0.071 1.800 8.020
H 1.496 6.670 5.343
C 7.160 4.713 5.331
C 5.971 5.669 5.134
C 4.610 5.043 4.832
F 4.621 4.339 3.683
F 3.690 6.034 4.693
F 6.286 6.582 4.192
F 5.824 6.344 6.308
O 8.021 4.502 4.230
C 7.723 3.561 3.284
C 7.474 4.199 1.918
F 6.467 5.090 1.982
F 7.129 3.236 1.035
F 6.701 2.781 3.674
F 8.805 2.765 3.167
H 7.796 5.199 6.067
H 6.853 3.772 5.787
H 4.290 4.390 5.648
H 8.374 4.707 1.569
*
```

Summary:
Frontier orbital gap = 8.22 eV

Atomic partial charges in e from the Löwdin method, atoms 1 to 5:
1 C -0.06
2 C -0.26
3 O -0.07
4 C -0.26
5 O -0.09

A molecular structure, C25H31Br2IrN5OSe2 in a non-equilibrium geometry. Source: the OMol25 dataset; level of theory: ωB97M-V/def2-TZVPD.

Structure (ORCA input):
```
! RIJCOSX wB97M-V def2-TZVPD def2/J DEFGRID3
* xyz 1 5
Ir 0.137 -0.275 0.082
Br 4.930 0.776 -1.217
C 4.336 -0.484 0.047
C 5.162 -1.406 0.630
C 4.640 -2.312 1.558
Br 5.817 -3.607 2.262
C 3.278 -2.293 1.976
C 2.714 -3.142 2.931
C 1.353 -2.969 3.250
C 0.601 -2.023 2.625
N 1.104 -1.187 1.655
C 2.443 -1.337 1.351
C 2.937 -0.459 0.354
O 2.120 0.300 -0.280
H 6.208 -1.452 0.368
H 3.297 -3.898 3.429
H 0.899 -3.588 4.005
H -0.441 -1.888 2.873
C 1.948 3.333 3.414
Se 1.673 1.466 2.906
C -0.139 1.302 3.647
C -1.108 2.289 3.039
Se -0.961 2.362 1.075
C -2.813 2.973 0.806
H 1.738 3.456 4.475
H 1.302 3.973 2.816
H 2.987 3.579 3.214
H -0.085 1.437 4.731
H -0.443 0.277 3.438
H -0.921 3.305 3.393
H -2.137 2.021 3.287
H -3.514 2.196 1.106
H -2.954 3.212 -0.246
H -2.973 3.873 1.399
C -3.667 -3.212 0.237
C -3.780 -1.942 0.776
C -2.679 -1.103 0.837
C -1.448 -1.506 0.321
C -1.341 -2.801 -0.189
C -2.441 -3.644 -0.242
H -4.519 -3.875 0.210
H -4.729 -1.605 1.163
H -2.783 -0.126 1.292
H -0.384 -3.178 -0.537
H -2.333 -4.638 -0.651
C -1.852 0.497 -2.266
N -0.414 0.430 -1.890
C 0.188 1.759 -2.200
N 0.012 2.120 -3.581
C -1.410 2.164 -3.891
N -2.024 0.864 -3.649
C -1.363 -0.126 -4.493
N 0.060 -0.195 -4.189
C 0.235 -0.555 -2.805
C 0.650 1.118 -4.427
H -2.347 1.236 -1.624
H -2.310 -0.482 -2.090
H 1.255 1.725 -1.965
H -0.292 2.519 -1.569
H -1.544 2.429 -4.940
H -1.896 2.920 -3.267
H -1.489 0.156 -5.539
H -1.821 -1.106 -4.331
H 1.306 -0.586 -2.583
H -0.204 -1.545 -2.635
H 0.507 1.388 -5.474
H 1.721 1.087 -4.210
*
```

Summary:
Relative energy (zero: lowest compared OMol25 entry of this formula, charge and spin) = 0.0 kcal/mol
Frontier orbital gap (alpha / beta) = 6.64 / 5.62 eV

Atomic partial charges in e from the Löwdin method, atoms 1 to 5:
1 Ir 1.35
2 Br 0.85
3 C -0.58
4 C -0.15
5 C -0.57

A molecular structure, C25H31Br3F18O12 in a non-equilibrium geometry. Source: the OMol25 dataset; level of theory: ωB97M-V/def2-TZVPD.

Structure (ORCA input):
```
! RIJCOSX wB97M-V def2-TZVPD def2/J DEFGRID3
* xyz -1 2
C 15.919 10.716 29.860
Br 15.174 8.868 29.657
Br 14.905 12.060 28.744
Br 17.757 10.734 29.176
H 15.928 10.859 30.940
C 12.327 5.380 28.481
C 13.427 6.081 29.326
O 14.270 5.174 29.923
C 13.883 4.140 30.774
O 12.753 3.907 31.202
C 15.067 3.172 31.042
F 14.998 2.108 30.285
F 16.297 3.730 30.715
F 15.113 2.770 32.310
H 12.711 4.563 27.869
H 11.976 6.109 27.750
H 11.476 5.015 29.055
H 13.031 6.790 30.053
H 13.959 6.649 28.563
C 15.736 15.154 32.468
C 16.451 13.788 32.667
O 17.677 13.994 33.384
C 18.783 14.477 32.808
O 18.839 14.816 31.593
C 20.024 14.516 33.714
F 19.716 15.106 34.874
F 20.485 13.266 34.054
F 20.979 15.138 33.115
H 16.321 15.826 31.841
H 15.607 15.642 33.434
H 14.809 15.076 31.900
H 16.684 13.352 31.696
H 15.839 13.037 33.166
C 20.766 11.401 27.250
C 21.367 11.271 25.835
O 20.395 11.366 24.834
C 20.806 11.668 23.521
O 21.964 11.962 23.170
C 19.633 11.700 22.536
F 19.420 12.954 22.093
F 20.000 10.922 21.504
F 18.519 11.257 23.078
H 21.625 11.464 27.918
H 20.114 10.575 27.533
H 20.262 12.368 27.267
H 22.029 10.413 25.719
H 22.075 12.078 25.644
C 14.856 6.497 33.619
C 14.023 7.567 33.076
O 12.744 7.036 32.769
C 11.681 7.031 33.581
O 11.756 7.543 34.728
C 10.402 6.258 33.079
F 10.601 5.998 31.801
F 10.151 5.144 33.810
F 9.303 7.068 33.224
H 14.849 5.597 33.005
H 14.460 6.280 34.611
H 15.925 6.687 33.523
H 14.468 8.005 32.183
H 13.819 8.380 33.774
C 20.716 9.799 36.664
C 20.769 8.792 35.516
O 19.998 9.341 34.471
C 19.256 8.505 33.706
O 19.031 7.305 33.985
C 18.598 9.275 32.520
F 17.301 9.311 32.799
F 19.007 10.546 32.395
F 18.669 8.614 31.378
H 21.199 10.768 36.543
H 21.272 9.367 37.497
H 19.708 10.006 37.022
H 20.298 7.865 35.842
H 21.819 8.770 35.226
C 16.207 9.770 25.534
C 15.307 8.610 25.957
O 15.448 7.521 25.066
C 14.676 6.315 25.216
O 14.034 6.074 26.237
C 14.753 5.307 24.069
F 13.664 4.526 24.020
F 14.901 5.941 22.895
F 15.830 4.593 24.281
H 17.260 9.491 25.504
H 16.092 10.565 26.271
H 15.998 10.192 24.551
H 14.277 8.934 26.105
H 15.565 8.244 26.950
*
```

Summary:
Frontier orbital gap (alpha / beta) = 3.89 / 8.30 eV

Atomic partial charges in e from the Löwdin method, atoms 1 to 5:
1 C -1.51
2 Br 0.52
3 Br 0.24
4 Br 0.45
5 H -0.07

A molecular structure, C25H31BrIN2STi in a non-equilibrium geometry. Source: the OMol25 dataset; level of theory: ωB97M-V/def2-TZVPD.

Structure (ORCA input):
```
! RIJCOSX wB97M-V def2-TZVPD def2/J DEFGRID3
* xyz 1 1
Ti 7.510 11.522 8.872
C 4.982 8.778 12.804
C 6.271 9.675 12.758
C 6.450 10.456 14.096
C 6.344 10.640 11.613
C 5.821 10.221 10.375
C 5.235 11.152 9.512
C 5.495 12.558 9.631
C 4.854 13.617 8.803
C 6.321 12.956 10.723
C 6.736 12.002 11.693
H 4.722 8.579 13.855
H 5.068 7.834 12.234
H 4.196 9.423 12.336
H 7.189 9.038 12.692
H 5.546 11.057 14.368
H 7.372 10.988 14.134
H 6.605 9.670 14.843
H 5.629 9.156 10.236
H 4.522 10.861 8.712
H 4.176 13.211 8.036
H 5.569 14.283 8.391
H 4.298 14.293 9.547
H 6.445 13.997 11.022
H 7.188 12.396 12.603
S 9.719 11.623 9.794
C 9.512 9.907 9.607
C 10.319 8.811 10.069
C 9.898 7.526 9.893
C 8.730 7.324 9.115
C 8.022 8.380 8.616
N 8.376 9.650 8.915
H 11.339 9.063 10.337
H 10.427 6.704 10.378
H 8.449 6.343 8.861
H 7.156 8.286 7.957
Br 6.563 17.505 10.595
C 8.187 18.234 9.920
C 8.426 19.621 10.011
C 9.487 20.194 9.303
C 10.286 19.402 8.486
C 10.113 18.029 8.445
C 9.109 17.424 9.214
I 9.008 15.273 9.300
H 7.772 20.264 10.577
H 9.674 21.267 9.363
H 11.022 19.894 7.899
H 10.773 17.413 7.870
C 5.907 11.551 5.506
C 7.210 12.391 5.940
C 8.383 11.891 5.048
C 7.109 13.963 5.853
N 7.465 12.051 7.282
H 5.629 11.708 4.439
H 5.079 11.837 6.174
H 6.200 10.497 5.682
H 8.241 12.084 3.968
H 8.506 10.792 5.204
H 9.292 12.366 5.377
H 6.927 14.240 4.789
H 8.091 14.377 6.187
H 6.318 14.356 6.515
*
```

Summary:
Relative energy (zero: lowest compared OMol25 entry of this formula, charge and spin) = 13.7 kcal/mol
Frontier orbital gap = 7.19 eV

Atomic partial charges in e from the Löwdin method, atoms 1 to 5:
1 Ti 0.67
2 C -0.04
3 C -0.35
4 C -0.07
5 C -0.18

9 unconnected molecules or ions with the total composition C25H31Cl16N3O2S in a non-equilibrium geometry. Source: the OMol25 dataset; level of theory: ωB97M-V/def2-TZVPD.

Structure (ORCA input):
```
! RIJCOSX wB97M-V def2-TZVPD def2/J DEFGRID3
* xyz 0 1
C -2.263 -0.436 0.107
C -2.043 0.028 1.640
C -3.091 0.850 2.493
C -2.679 1.212 3.976
C -1.300 0.840 4.637
C -0.233 0.031 3.778
C 1.242 -0.383 4.359
C 2.411 0.638 3.839
C 2.915 1.860 4.763
C 4.010 2.882 4.337
C 4.525 4.142 5.184
C 4.705 3.872 6.768
O 3.607 4.516 7.482
C 4.687 2.649 2.906
N 5.718 3.406 2.232
S 6.130 2.807 0.664
N 5.025 1.494 0.700
C 4.259 1.472 1.923
C 3.102 0.496 2.412
N 2.712 -0.584 1.424
C 2.222 0.109 0.393
O 1.343 0.640 -0.341
C -0.677 -0.356 2.314
H -3.361 -0.534 -0.202
H -1.744 0.232 -0.667
H -1.799 -1.502 0.010
H -4.101 1.133 2.019
H -3.416 1.812 4.621
H -1.053 1.128 5.734
H 1.415 -1.467 4.027
H 1.148 -0.362 5.505
H 2.419 1.967 5.797
H 5.577 4.435 4.775
H 3.878 5.098 5.037
H 5.724 4.340 7.085
H 4.763 2.737 6.938
H 2.810 4.366 6.908
H 0.061 -0.969 1.698
Cl -3.076 2.374 -2.845
C -4.356 2.718 -1.676
Cl -4.051 1.901 -0.138
H -4.399 3.793 -1.504
H -5.307 2.370 -2.079
Cl -4.140 2.015 -6.176
C -2.688 1.588 -7.090
Cl -1.248 1.652 -6.065
H -2.800 0.576 -7.481
H -2.569 2.290 -7.914
Cl 3.691 -5.175 0.924
C 4.519 -3.613 0.977
Cl 6.018 -3.717 1.908
H 4.754 -3.302 -0.041
H 3.862 -2.880 1.444
Cl -0.791 -4.148 -0.855
C 0.229 -4.321 0.579
Cl 1.056 -2.806 0.961
H -0.396 -4.607 1.425
H 0.974 -5.094 0.393
Cl -0.752 -6.834 -5.436
C -1.107 -6.235 -3.811
Cl -0.440 -7.307 -2.575
H -0.669 -5.244 -3.695
H -2.188 -6.177 -3.684
Cl 3.755 -4.418 -6.246
C 3.120 -5.832 -5.396
Cl 2.630 -5.420 -3.748
H 2.254 -6.212 -5.937
H 3.894 -6.598 -5.354
Cl -6.935 1.077 2.504
C -7.856 1.081 0.995
Cl -7.127 2.166 -0.196
H -7.874 0.070 0.589
H -8.872 1.414 1.202
Cl -3.552 2.033 -9.981
C -4.054 3.687 -10.349
Cl -3.190 4.855 -9.342
H -3.842 3.897 -11.397
H -5.124 3.782 -10.163
*
```

Summary:
Frontier orbital gap = 6.88 eV

Atomic partial charges in e from the Löwdin method, atoms 1 to 5:
1 C -0.15
2 C -0.18
3 C -0.08
4 C -0.07
5 C -0.04

A molecular structure, C25H31ClO13P2PdS2Se. Source: the OMol25 dataset; level of theory: ωB97M-V/def2-TZVPD.

Structure (ORCA input):
```
! RIJCOSX wB97M-V def2-TZVPD def2/J DEFGRID3
* xyz 0 5
Pd -1.292 -0.363 -0.563
O -0.971 -0.916 1.579
S -0.023 -0.192 2.505
C 1.423 -1.279 2.665
C 1.140 -2.779 2.660
C 0.964 -3.433 1.281
C 2.178 -3.321 0.357
S 1.955 -2.098 -1.012
O 0.920 -1.101 -0.532
C 3.508 -1.244 -0.780
C 4.643 -1.817 -1.337
C 5.867 -1.188 -1.171
C 5.944 0.009 -0.469
C 4.798 0.578 0.067
C 3.569 -0.048 -0.086
C -0.725 -0.500 4.119
C -1.818 -1.342 4.243
C -2.357 -1.556 5.505
C -1.808 -0.930 6.615
C -0.722 -0.076 6.473
C -0.179 0.149 5.218
H 1.875 -0.959 3.608
H 2.090 -0.977 1.859
H 0.249 -2.979 3.260
H 1.973 -3.262 3.180
H 0.071 -3.033 0.795
H 0.771 -4.495 1.446
H 2.372 -4.258 -0.163
H 3.077 -3.044 0.906
H 4.572 -2.738 -1.905
H 6.758 -1.624 -1.603
H 6.900 0.504 -0.353
H 4.852 1.521 0.596
H 2.666 0.410 0.299
H -2.232 -1.809 3.359
H -3.210 -2.212 5.618
H -2.234 -1.100 7.595
H -0.306 0.424 7.338
H 0.654 0.833 5.094
C 2.421 1.824 -2.716
C 0.974 2.197 -2.452
O 0.680 3.422 -3.146
P -0.181 0.974 -3.198
O -0.430 1.571 -4.638
O 0.522 -0.399 -3.481
O -1.420 0.869 -2.376
P 0.522 2.538 -0.659
O 1.954 2.704 0.077
O -0.172 3.854 -0.701
O -0.102 1.337 0.015
H 2.585 1.722 -3.791
H 2.677 0.881 -2.246
H 3.081 2.601 -2.334
H 0.191 3.968 -2.496
H -0.260 2.530 -4.596
H 0.101 -1.232 -3.143
H 2.155 3.643 0.159
O -2.931 -4.056 -2.244
Se -1.974 -2.834 -1.889
O -1.864 -2.546 -0.238
O -0.510 -2.851 -2.590
O -2.666 -1.322 -2.198
Cl -3.473 0.719 0.264
C -3.990 1.833 -0.992
C -3.432 3.087 -0.988
C -3.790 3.983 -1.989
C -4.705 3.601 -2.969
C -5.250 2.337 -2.960
C -4.910 1.381 -1.967
C -5.448 0.091 -1.995
H -2.696 3.363 -0.248
H -3.346 4.970 -1.999
H -4.983 4.297 -3.750
H -5.949 2.038 -3.731
H -6.132 -0.186 -2.786
H -5.162 -0.663 -1.281
*
```

Summary:
Relative energy (zero: lowest compared OMol25 entry of this formula, charge and spin) = 33.6 kcal/mol
Frontier orbital gap (alpha / beta) = 7.41 / 6.53 eV

Atomic partial charges in e from the Löwdin method, atoms 1 to 5:
1 Pd 1.07
2 O -0.61
3 S 1.05
4 C -0.29
5 C -0.20